12
Properties=species:S:1:pos:R:3 method="wB97M-V/def2-TZVPD" smiles=CO.CO largest_force_ha_per_bohr=0.0700 de_lowest_kj_mol=156.31 orbital_gap_ev=11.039
C 1.782 -1.414 -0.364
O 0.556 -1.157 -0.889
H 1.728 -2.168 0.419
H 2.668 -1.623 -1.101
H 2.287 -0.538 0.052
H 0.032 -0.534 -0.327
C -1.239 1.296 0.077
O -2.553 1.246 0.571
H -0.614 2.063 0.683
H -0.767 0.312 0.273
H -1.309 1.516 -0.955
H -2.570 1.000 1.559